## w
Below is a 2-piece molecular cluster, C4H12NO2P overall, with properties calculated with ωB97M-V/def2-TZVPD.

Computed properties:
- Highest occupied orbital energy: -8.449 eV
- LUMO: 0.7 eV
- SMILES: [H]/N=C(/C)CC.OPO
- Frontier orbital gap: 9.17 eV

Atoms and positions in Å:
C (0.828, -0.254, 2.702)
C (1.148, 1.250, -0.719)
C (1.600, -0.058, 1.342)
C (0.753, 0.037, 0.105)
N (-0.210, -0.677, -0.345)
O (-2.049, -0.823, -2.812)
O (-3.945, -0.672, -4.251)
P (-3.516, -0.043, -2.835)
H (0.742, 0.753, 3.132)
H (-0.087, -0.890, 2.758)
H (1.679, -0.568, 3.264)
H (2.162, 1.172, -1.101)
H (0.547, 1.536, -1.609)
H (1.306, 1.947, 0.074)
H (2.309, 0.833, 1.505)
H (2.208, -1.050, 1.096)
H (-0.560, -1.418, 0.284)
H (-3.499, -1.577, -4.463)
H (-1.724, -0.977, -1.946)
H (-3.008, 1.247, -3.364)

Atomic partial charges in e from the natural (NBO) method, atoms 1 to 8: atom 1 (C): -0.6213, atom 2 (C): -0.6712, atom 3 (C): -0.4749, atom 4 (C): 0.3426, atom 5 (N): -0.6916, atom 6 (O): -1.0132, atom 7 (O): -1.0323, atom 8 (P): 1.1563

## x
Below is one molecule with the formula C4H12NO2P, with properties calculated with ωB97M-V/def2-TZVPD.

Computed properties:
- Highest occupied orbital energy: -9.393 eV
- LUMO: 0.8 eV
- SMILES: CC(C)(C)O[P@@H](=N)O
- Frontier orbital gap: 10.16 eV

Atoms and positions in Å:
C (-0.511, 0.304, -1.434)
C (-1.699, 0.979, 0.598)
C (0.557, 1.883, 0.145)
C (-0.353, 0.661, 0.002)
N (2.242, -2.038, -0.014)
O (0.669, -2.482, 1.901)
O (0.173, -0.397, 0.766)
P (0.752, -1.811, 0.428)
H (0.264, -0.271, -1.883)
H (-1.422, -0.261, -1.709)
H (-0.536, 1.313, -2.014)
H (-1.652, 0.926, 1.712)
H (-2.236, 0.045, 0.346)
H (-2.173, 1.775, 0.175)
H (0.812, 2.157, 1.217)
H (1.474, 1.866, -0.367)
H (-0.018, 2.572, -0.387)
H (2.559, -1.834, -0.885)
H (1.558, -2.968, 1.845)
H (-0.460, -2.418, -0.443)

Atomic partial charges in e from the natural (NBO) method, atoms 1 to 8: atom 1 (C): -0.6475, atom 2 (C): -0.6132, atom 3 (C): -0.6119, atom 4 (C): 0.2617, atom 5 (N): -1.3415, atom 6 (O): -0.9700, atom 7 (O): -0.8358, atom 8 (P): 2.0326

## y
Below is a 2-piece molecular cluster, C4H12NO2P overall, with properties calculated with ωB97M-V/def2-TZVPD.

Computed properties:
- Highest occupied orbital energy (alpha / beta): -7.447 / -7.025 eV
- LUMO (alpha / beta): 0.8 / 0.8 eV
- Frontier orbital gap (alpha / beta): 8.24 / 7.79 eV

Atoms and positions in Å:
C (0.776, 0.682, 0.565)
C (-0.777, -1.302, 1.281)
C (-1.831, 2.124, 0.075)
C (-0.616, 0.111, 0.611)
N (1.937, -2.973, -0.989)
O (-0.177, -1.976, -1.929)
O (-1.654, 0.889, 0.551)
P (1.384, -1.543, -1.828)
H (1.385, -0.074, 1.042)
H (1.134, 0.908, -0.468)
H (0.813, 1.593, 1.044)
H (-1.340, -2.125, 0.695)
H (-1.048, -1.147, 2.293)
H (0.213, -1.783, 1.191)
H (-0.987, 2.746, -0.104)
H (-2.807, 2.446, 0.211)
H (1.737, -1.917, -3.161)
H (1.311, -3.757, -1.358)
H (2.917, -3.161, -1.257)
H (-0.646, -1.541, -1.239)

Atomic partial charges in e from the natural (NBO) method, atoms 1 to 8: atom 1 (C): -0.7030, atom 2 (C): -0.6855, atom 3 (C): -0.1959, atom 4 (C): 0.2847, atom 5 (N): -1.1686, atom 6 (O): -0.9798, atom 7 (O): -0.3747, atom 8 (P): 1.0319

Stability check: which of them is most stable? x.

## w
Below is one molecule with the formula C11H14OSi, with properties calculated with ωB97M-V/def2-TZVPD.

Computed properties:
- Highest occupied orbital energy (alpha / beta): -6.398 / -8.599 eV
- LUMO (alpha / beta): -0.2 / -0.3 eV
- Frontier orbital gap (alpha / beta): 6.20 / 8.25 eV

Atoms and positions in Å:
C (1.497, 3.030, 3.202)
C (2.284, 2.612, 2.168)
C (0.148, 2.877, 3.170)
C (1.727, 1.916, 1.074)
C (-0.439, 2.254, 2.123)
C (0.372, 1.826, 1.009)
C (-0.276, -2.049, -1.279)
C (0.120, -0.875, -0.549)
C (0.742, -3.834, -2.578)
C (0.447, -3.328, -1.164)
C (-2.134, 1.442, -1.020)
O (-0.165, -4.231, -0.274)
Si (-0.441, 0.815, -0.375)
H (1.997, 3.577, 3.978)
H (3.371, 2.833, 2.178)
H (-0.459, 3.263, 4.078)
H (2.387, 1.611, 0.205)
H (-1.568, 2.227, 2.085)
H (-0.872, -1.884, -2.240)
H (0.709, -1.013, 0.382)
H (1.511, -3.266, -2.948)
H (-0.149, -4.043, -3.282)
H (1.418, -3.146, -0.570)
H (-2.864, 1.077, -0.381)
H (-2.070, 2.579, -1.123)
H (-2.192, 1.114, -2.076)
H (-0.732, -4.715, -0.762)

Atomic partial charges in e from the natural (NBO) method, atoms 1 to 8: atom 1 (C): -0.2206, atom 2 (C): -0.1975, atom 3 (C): -0.1991, atom 4 (C): -0.2054, atom 5 (C): -0.2043, atom 6 (C): -0.4735, atom 7 (C): -0.1784, atom 8 (C): -0.8059

## x
Below is a 2-piece molecular cluster, C11H14OSi overall, with properties calculated with ωB97M-V/def2-TZVPD.

Computed properties:
- Highest occupied orbital energy: -7.904 eV
- LUMO: -0.1 eV
- SMILES: CO[SiH]=C1C=CC=C1.C1=CCC=C1
- Frontier orbital gap: 7.82 eV

Atoms and positions in Å:
C (1.703, 0.948, -1.726)
C (-2.352, 0.676, -0.997)
C (1.788, 0.251, -0.502)
C (-1.826, 0.805, 0.199)
C (1.925, 0.114, -2.693)
C (-2.530, -0.779, -1.183)
C (1.890, -0.996, -0.700)
C (-1.695, -0.460, 0.920)
C (1.944, -1.249, -2.153)
C (-2.051, -1.329, -0.125)
C (-0.122, 1.582, 3.399)
O (0.152, 0.253, 3.103)
Si (-0.528, -0.857, 2.171)
H (1.470, 2.048, -1.822)
H (-2.651, 1.387, -1.705)
H (1.747, 0.721, 0.596)
H (-1.461, 1.838, 0.665)
H (2.148, 0.558, -3.637)
H (-2.713, -1.413, -2.028)
H (1.236, -1.791, -2.624)
H (2.858, -1.662, -2.693)
H (-2.160, -2.400, -0.009)
H (2.074, -1.858, 0.209)
H (-0.392, 2.039, 2.462)
H (0.846, 1.899, 3.890)
H (-1.183, 1.586, 3.918)
H (-0.115, -1.909, 3.068)

Atomic partial charges in e from the natural (NBO) method, atoms 1 to 8: atom 1 (C): -0.2465, atom 2 (C): -0.2516, atom 3 (C): -0.2332, atom 4 (C): -0.2292, atom 5 (C): -0.1739, atom 6 (C): -0.2788, atom 7 (C): -0.1841, atom 8 (C): -0.7673

Stability check: which of them is most stable? w.

## w
Below is an isolated ion of composition C7H10N and charge +1, with properties calculated with ωB97M-V/def2-TZVPD.

Computed properties:
- Highest occupied orbital energy (alpha / beta): -10.876 / -10.878 eV
- LUMO (alpha / beta): -3.4 / -3.4 eV
- Total charge: +1
- Frontier orbital gap (alpha / beta): 7.49 / 7.49 eV

Atoms and positions in Å:
C (1.563, -0.128, 1.613)
C (1.909, -0.126, 0.287)
C (-0.715, -0.799, 0.184)
C (-1.567, -1.598, 0.854)
C (-0.992, 0.420, -0.592)
C (0.587, -0.475, 0.555)
C (2.898, 0.110, -0.715)
N (-2.322, 0.952, -0.408)
H (1.573, 0.112, 2.614)
H (-0.923, -2.354, 1.360)
H (-2.702, -1.667, 0.877)
H (-0.443, 0.730, -1.494)
H (2.451, 0.501, -1.522)
H (3.500, -0.862, -0.970)
H (3.669, 0.733, -0.385)
H (-2.813, 1.017, -1.333)
H (-2.550, 1.858, 0.153)
H (-2.944, 0.318, 0.221)

Atomic partial charges in e from the natural (NBO) method, atoms 1 to 8: atom 1 (C): -0.0450, atom 2 (C): 0.1540, atom 3 (C): -0.1317, atom 4 (C): -0.5069, atom 5 (C): -0.3294, atom 6 (C): 0.1879, atom 7 (C): -0.6782, atom 8 (N): -0.6990

## x
Below is an isolated ion of composition C7H10N and charge +1, with properties calculated with ωB97M-V/def2-TZVPD.

Computed properties:
- Highest occupied orbital energy: -13.215 eV
- LUMO: -5.5 eV
- Total charge: +1
- SMILES: C=C=[NH+]C(=C)CC=C
- Frontier orbital gap: 7.72 eV

Atoms and positions in Å:
C (-2.885, 1.349, 0.452)
C (-1.996, 0.445, 0.458)
C (-0.072, -1.047, -0.101)
C (0.329, -2.287, 0.197)
C (0.787, -0.124, -0.876)
C (1.836, 0.305, 0.181)
C (2.367, 1.537, 0.079)
N (-1.382, -0.668, 0.197)
H (-2.724, 2.138, -0.304)
H (-0.245, -2.990, 0.770)
H (1.368, -2.580, -0.099)
H (1.010, -0.716, -1.813)
H (0.397, 0.668, -1.337)
H (-3.704, 1.589, 1.252)
H (1.885, -0.430, 1.044)
H (1.998, 2.161, -0.768)
H (3.055, 2.145, 0.637)
H (-2.023, -1.497, 0.029)

Atomic partial charges in e from the natural (NBO) method, atoms 1 to 8: atom 1 (C): -0.4402, atom 2 (C): 0.4983, atom 3 (C): 0.1321, atom 4 (C): -0.3407, atom 5 (C): -0.4996, atom 6 (C): -0.2026, atom 7 (C): -0.3438, atom 8 (N): -0.4946

Stability check: which of them is most stable? x.

## w
Below is an isolated ion of composition C7H10N and charge +1, with properties calculated with ωB97M-V/def2-TZVPD.

Computed properties:
- Highest occupied orbital energy (alpha / beta): -13.570 / -13.571 eV
- LUMO (alpha / beta): -5.7 / -5.7 eV
- Total charge: +1
- SMILES: CC/C=C\C#CC=[NH2+]
- Frontier orbital gap (alpha / beta): 7.85 / 7.85 eV

Atoms and positions in Å:
C (-1.329, -0.246, -1.184)
C (-0.620, -0.212, -2.183)
C (-2.092, -0.347, -0.020)
C (-1.441, -0.181, 1.177)
C (0.566, -0.160, -2.870)
C (0.104, -0.018, 1.234)
C (0.522, 0.387, 2.635)
N (0.707, 0.015, -4.207)
H (-3.090, -0.641, -0.234)
H (-1.949, -0.229, 2.117)
H (1.380, -0.570, -2.382)
H (0.449, -0.942, 0.969)
H (1.590, 0.442, 2.568)
H (0.110, -0.244, 3.467)
H (0.159, 1.367, 2.648)
H (0.534, 0.755, 0.613)
H (0.052, 0.215, -4.963)
H (1.621, -0.014, -4.528)

Atomic partial charges in e from the natural (NBO) method, atoms 1 to 8: atom 1 (C): 0.2932, atom 2 (C): -0.2013, atom 3 (C): -0.3786, atom 4 (C): 0.0652, atom 5 (C): 0.2213, atom 6 (C): -0.4556, atom 7 (C): -0.5946, atom 8 (N): -0.6363

## x
Below is C7H10N as an isolated structure, with properties calculated with ωB97M-V/def2-TZVPD.

Computed properties:
- Highest occupied orbital energy (alpha / beta): -12.412 / -12.412 eV
- LUMO (alpha / beta): -4.6 / -4.6 eV
- Total charge: +1
- Frontier orbital gap (alpha / beta): 7.78 / 7.78 eV

Atoms and positions in Å:
C (-1.746, 0.405, 1.619)
C (-0.353, 0.682, 2.060)
C (-0.316, 0.423, -1.791)
C (-0.075, 1.004, 0.500)
C (-1.342, -0.219, -0.957)
C (0.535, 0.127, -0.545)
C (1.461, -0.990, -0.678)
N (-1.408, 0.431, 0.325)
H (-2.662, 0.203, 2.179)
H (-0.143, 1.368, 2.823)
H (0.003, -0.178, 2.572)
H (-0.137, 0.004, -2.741)
H (-0.679, 1.440, -2.071)
H (-0.105, 2.067, 0.175)
H (-1.955, -1.137, -1.146)
H (1.163, -1.793, -1.312)
H (1.883, -1.308, 0.259)
H (2.394, -0.565, -1.174)

Atomic partial charges in e from the natural (NBO) method, atoms 1 to 8: atom 1 (C): 0.1475, atom 2 (C): -0.4446, atom 3 (C): -0.4764, atom 4 (C): -0.0700, atom 5 (C): -0.0315, atom 6 (C): 0.1900, atom 7 (C): -0.6731, atom 8 (N): -0.2120

Stability check: which of them is most stable? w.